No. 1
Here is 2 unconnected molecules or ions with the total composition C2H5NO from OMol25. Energies are from ωB97M-V/def2-TZVPD.

```
9
C2H5NO ωB97M-V/def2-TZVPD
O 1.35511 -1.51860 -0.17677
N 0.69024 -1.22325 -1.41442
C 0.77303 -0.27895 -0.29824
C -0.36798 0.21107 0.49542
H -0.15275 0.19577 1.62535
H -1.24881 -0.44762 0.38517
H -0.48539 1.34602 0.24276
H 1.71996 0.81190 -0.70538
H -0.29391 -1.63862 -1.60331
```

Here are the natural (NBO) charges for atoms 1 to 5, given in e: -0.375, -0.356, 0.273, -0.695, 0.240

No. 2
47
Properties=species:S:1:pos:R:3 method="wB97M-V/def2-TZVPD" multiplicity=6
Br -0.19851 -2.36310 -2.54418
As 0.44506 -3.31726 2.36943
Fe 0.91993 -0.29672 0.07349
Cl 5.95987 -0.61721 -2.85474
Cl 2.65014 0.02438 2.39503
Cl 2.94942 -0.34387 -3.02398
Cl 5.76059 -0.38836 2.52490
Cl 7.34973 -0.86244 -0.08187
F 0.22953 -4.68216 3.33081
F 2.14507 -3.38925 2.63245
F 1.00834 -1.86749 1.26319
F 0.57915 -4.19297 0.91413
F -1.27562 -3.01872 2.08286
F 0.36977 -2.06566 3.55017
O -1.73924 1.82417 -5.15094
O -5.95641 1.21991 3.19258
O 0.53742 1.38311 0.99274
O -5.07101 3.14924 2.94032
O -0.97711 -0.82110 0.31869
N 0.14408 0.26108 -1.84837
N -5.14571 1.97709 2.72286
C -1.92447 -0.17625 0.85244
C -4.23128 -0.00469 1.47477
C -1.10219 1.31515 -4.07185
C -3.22793 -0.73118 0.94569
C 5.04245 -0.57849 -1.40130
C 2.93318 -0.32808 -0.29738
C -0.44167 2.18770 -3.13859
C -1.78523 1.21946 1.28288
C 3.69256 -0.43421 -1.42363
C 5.65732 -0.61986 -0.16523
C -2.88303 1.94252 1.79579
C -1.03509 -0.06501 -3.94256
C 4.96651 -0.43547 1.02784
C -0.59496 1.89575 1.26314
C 3.57682 -0.31140 0.93949
C -4.06475 1.30120 1.96797
C -0.39500 -0.50927 -2.75812
C 0.11536 1.59574 -2.00180
H -1.51548 -0.78073 -4.61923
H -0.45302 3.27200 -3.29491
H 0.61858 2.21120 -1.23277
H -3.35064 -1.77979 0.66936
H -2.79612 2.99445 2.11590
H -5.17377 -0.50134 1.68058
H -0.59474 2.91737 1.57590
H -1.71791 2.79055 -5.04397

No. 3
60
Properties=species:S:1:pos:R:3 method="wB97M-V/def2-TZVPD" charge=-1 multiplicity=5
Pd 0.82088 0.13132 -1.17572
O 0.61464 -1.30654 -0.30172
N 2.17027 -0.34210 0.26583
N 0.48001 1.52370 -4.09697
N 1.96346 -2.89389 -0.04516
N -1.09979 0.77657 -1.77163
N -1.14827 3.12831 -1.15788
N 0.68775 2.20809 -0.95055
N 2.49164 1.73917 1.24220
N -2.05288 -1.60877 -2.28570
N 0.03849 -1.56248 -2.13162
C 1.12646 -2.83055 -1.17643
C 1.67931 3.93691 0.61920
C -0.13423 -6.36784 -1.97945
C -3.98721 2.36147 -0.25244
C 2.78277 -1.77829 2.01803
C 1.74639 6.07356 1.68768
C 2.37419 -1.80396 0.61400
C -5.18783 1.77413 0.10646
C 0.18036 3.27192 -0.93909
C 0.42846 -4.06147 -1.66824
C 2.60905 0.39745 1.23536
C -3.03694 1.58036 -0.92109
C 2.91910 -0.43478 2.40357
C -2.15378 -0.29907 -1.85359
C 2.88456 -2.79855 2.95945
C 0.15417 5.69272 -0.10232
C 0.65802 4.41105 -0.20082
C 3.15902 -0.08790 3.72695
C -1.75169 1.88994 -1.34491
C -0.86414 -2.27600 -2.36863
C 0.72197 6.53478 0.84767
C 3.13967 -2.45380 4.28301
C 1.89028 2.48631 0.32622
C 3.27552 -1.10887 4.66538
C -5.44777 0.41938 -0.20258
C 0.60039 1.02922 -3.05900
C 0.72588 -5.40291 -1.45561
C -4.51189 -0.35294 -0.87129
C -1.29232 -6.00868 -2.68048
C -1.61815 -4.66924 -2.88084
C 2.22776 4.76913 1.58649
C -3.28697 0.23378 -1.23168
C -0.74788 -3.71630 -2.39435
H 3.21169 0.94759 4.03710
H 0.08742 -7.41609 -1.82729
H -4.72611 -1.39382 -1.07226
H 2.15102 6.73770 2.44002
H 3.20555 -3.22763 5.03791
H -2.52655 -4.38346 -3.39392
H 2.99210 4.40782 2.26130
H 0.34579 7.54386 0.95620
H 1.60420 -5.68968 -0.89374
H -5.93484 2.35196 0.63869
H -0.67109 6.01686 -0.72152
H 2.72642 -3.83319 2.68659
H -3.79232 3.39256 0.01097
H 3.44399 -0.86591 5.70732
H -6.39335 -0.01405 0.10240
H -1.95265 -6.77887 -3.05748

No. 4
78
Properties=species:S:1:pos:R:3 method="wB97M-V/def2-TZVPD" charge=+3
Se 0.46005 3.07415 -3.38218
Sc -0.10857 -0.71731 -0.17009
P -2.45720 0.38406 -0.79548
P 2.46264 -0.49478 -0.91309
P 0.35566 1.71668 1.23352
O -0.41462 -1.50561 1.62628
N -1.70654 -2.25175 3.30020
C 0.68722 -2.07346 3.70334
C -3.70253 0.02017 0.50801
C -2.79494 2.16127 -1.07745
C -2.03402 -2.48497 4.72074
C 0.01135 0.52379 -4.63947
C 0.06201 -0.41739 -5.67111
C -0.50689 -1.93324 2.83173
C 0.60247 -0.06586 -6.91501
C 1.07615 1.23783 -7.12156
C 0.48811 3.35684 0.43590
C -0.96050 2.04816 2.46665
C 0.71920 -0.93039 4.72123
C 3.07496 -1.35246 -2.41157
C -1.64877 -1.29890 5.60931
C -0.16028 -1.22515 5.93330
C -0.80194 -2.65151 -0.90965
C 0.51050 1.82263 -4.83692
C -3.33387 -0.30683 -2.25218
C 1.02164 2.18411 -6.09527
C -0.03520 -2.04480 -1.92422
C 1.83344 1.74398 2.31929
C 3.28418 1.12344 -1.16206
C 3.54862 -1.23916 0.37076
H 1.83170 3.52048 -3.67745
H -1.54176 -3.40407 5.07805
H 1.38305 3.20152 -6.24867
H 1.75266 -0.78128 5.05848
H -0.30963 -1.42831 -5.50086
H 2.62103 -0.90039 -3.30223
H 1.59109 -2.10047 3.07397
H -3.35211 0.36932 1.48823
H 2.79929 -2.41126 -2.37271
H -3.85412 2.27917 -1.34996
H 0.65923 -0.80128 -7.72122
H 4.26460 0.94360 -1.62802
H -4.64597 0.52629 0.25736
H 3.07624 -2.15563 0.75240
H 3.69603 -0.54139 1.20688
H -4.40030 -0.05036 -2.17821
H -3.11726 -2.63442 4.77215
H 1.49244 1.52015 -8.09133
H 0.86595 -2.55921 -2.26045
H 4.16817 -1.27067 -2.47032
H -1.89061 -2.75942 -1.00529
H -2.58816 2.75593 -0.17883
H 3.42631 1.65471 -0.21352
H 1.40414 3.40334 -0.16422
H -2.16525 2.52355 -1.90192
H 0.59203 -3.04478 4.21030
H -0.00538 -0.44549 6.68785
H -0.41068 0.26370 -3.66842
H -2.43051 -2.41609 2.59966
H 2.66963 1.73960 -1.83391
H 2.00944 0.75364 2.75802
H -1.19418 1.14115 3.03998
H -0.36879 3.52560 -0.22552
H -0.48345 -1.44060 -2.72239
H 0.40788 0.01443 4.24633
H -2.00670 -0.36895 5.14340
H 2.72346 2.04276 1.75443
H -3.88168 -1.06220 0.56396
H -3.22433 -1.39794 -2.28814
H 0.51352 4.13736 1.20717
H 0.15692 -2.17351 6.39094
H -2.20539 -1.40734 6.55161
H 1.66291 2.46671 3.12778
H -0.60358 2.82407 3.15657
H -0.34527 -3.47819 -0.34541
H 4.52055 -1.49511 -0.07669
H -1.87516 2.39553 1.97190
H -2.92030 0.12222 -3.17468

Number 1: largest force on an atom 0.103 Eh/bohr, energy -209.03347 a.u.. Number 2: largest force on an atom 0.039 Eh/bohr, energy -10150.10779 a.u.. Number 3: largest force on an atom 0.291 Eh/bohr, energy -1962.51334 a.u.. Number 4: largest force on an atom 0.046 Eh/bohr, energy -5220.47258 a.u..